1.
Below is an isolated molecule of CH4N2O at a distorted geometry, with properties calculated with ωB97M-V/def2-TZVPD.

Positions of all 8 atoms, in Å:
H  2.05  -1.10  -0.17
N  1.76  -0.02  -0.07
C  0.54  0.35  -0.11
N  -0.52  -0.35  -0.03
O  -1.94  0.01  -0.18
H  0.60  1.58  -0.09
H  -0.60  -1.27  0.19
H  -1.89  0.79  0.47

Properties
Net charge: 0
SMILES string: [H]/N=C\NO
Kohn-Sham gap in eV: 9.898
HOMO in eV: -9.11
E_tot in eV: -6125.8290
E_LUMO in eV: 0.783
Energy relative to the best compared isomer or geometry (same formula, charge and spin) in eV: 4.679



2.
Below is an isolated molecule of CH4N2O at a distorted geometry, with properties calculated with ωB97M-V/def2-TZVPD.

Positions of all 8 atoms, in Å:
H  2.40  -0.58  -0.08
N  1.80  0.23  0.01
C  0.60  -0.41  0.01
N  -0.46  0.50  0.07
O  -1.71  -0.26  -0.09
H  0.15  -1.39  0.02
H  -0.49  1.47  -0.44
H  -2.30  0.44  0.51

Properties
Net charge: 0
SMILES string: [H]/N=C/NO
Kohn-Sham gap in eV: 9.617
HOMO in eV: -8.88
E_tot in eV: -6126.1894
E_LUMO in eV: 0.735
Energy relative to the best compared isomer or geometry (same formula, charge and spin) in eV: 4.318



3.
Below is the ion CH4N2O with charge +1 at a distorted geometry, with properties calculated with ωB97M-V/def2-TZVPD.

Positions of all 8 atoms, in Å:
N  -0.02  -0.80  1.00
C  -0.47  0.10  0.05
N  0.38  0.89  -0.64
O  -1.63  -0.04  -0.38
H  -0.54  -1.67  0.98
H  0.99  -0.71  0.97
H  1.38  0.78  -0.65
H  -0.10  1.45  -1.34

Properties
Net charge: +1
Kohn-Sham gap (spin up / spin down) in eV: 12.754 / 7.447
HOMO (spin up / spin down) in eV: -17.27 / -17.16
E_tot in eV: -6120.2511
E_LUMO (spin up / spin down) in eV: -4.512 / -9.712
Energy relative to the best compared isomer or geometry (same formula, charge and spin) in eV: 0.244
Spin multiplicity: 2